1.
One molecule with the formula C9H8INO4S in a non-equilibrium geometry. Source: OMol25; level of theory: ωB97M-V/def2-TZVPD.

Structure (XYZ):
```
24
C9H8INO4S, DFT ωB97M-V/def2-TZVPD
O -0.153 3.849 -0.018
S -0.655 2.625 -0.634
O -2.140 2.664 -0.486
O -0.201 2.713 -2.234
N 0.175 1.320 0.220
C 0.748 1.629 1.509
C 1.332 0.749 2.312
C 1.253 -0.749 2.085
C 0.468 -1.020 0.812
C 0.470 -2.390 0.493
C -0.246 -2.818 -0.592
C -0.760 -1.878 -1.472
I -2.069 -2.558 -3.205
C -0.691 -0.553 -1.260
O -1.166 0.227 -2.237
C -0.134 -0.072 -0.063
H -0.727 1.981 -2.585
H 0.538 2.627 1.820
H 1.956 1.130 3.128
H 0.785 -1.215 2.935
H 2.314 -1.153 1.962
H 1.030 -3.049 1.126
H -0.285 -3.847 -0.889
H -1.841 -0.212 -2.727
```

E: -38075.906 eV



2.
C9H8LuO6 as an isolated structure in a non-equilibrium geometry. Source: OMol25; level of theory: ωB97M-V/def2-TZVPD.

Structure (XYZ):
```
24
C9H8LuO6, DFT ωB97M-V/def2-TZVPD
O 0.170 0.106 -4.971
C 0.407 0.196 -3.850
Lu 0.716 0.338 -1.274
O 2.475 -2.597 -2.180
C 1.918 -1.625 -1.904
C -0.885 1.941 -2.018
O -1.703 2.693 -2.329
C -1.075 -0.973 -2.210
O -1.940 -1.611 -2.639
C 2.515 1.833 -1.769
O 3.385 2.565 -1.955
C -0.931 0.348 2.895
C -0.662 -1.145 2.614
C 0.256 -1.223 1.405
O 0.260 0.146 0.804
C -0.570 1.096 1.620
H -1.971 0.532 3.169
H -0.299 0.747 3.694
H -1.607 -1.634 2.357
H -0.235 -1.659 3.478
H 1.294 -1.488 1.651
H -0.120 -1.914 0.643
H -1.449 1.343 1.017
H 0.052 1.986 1.751
```

charge: +3
E: -55335.582 eV



3.
One molecule with the formula C9H8N2 in a non-equilibrium geometry. Source: OMol25; level of theory: ωB97M-V/def2-TZVPD.

Structure (XYZ):
```
19
C9H8N2, DFT ωB97M-V/def2-TZVPD
C 3.180 -0.035 -0.042
C 2.530 1.093 -0.428
C 1.189 1.166 -0.392
C 0.466 -0.020 0.079
C -1.001 0.030 0.113
C -1.864 0.592 0.958
C -3.187 0.382 0.475
C -3.044 -0.399 -0.640
N -1.778 -0.603 -0.793
N 1.152 -1.122 0.473
C 2.414 -1.089 0.374
H 4.444 -0.215 0.167
H 3.142 2.020 -0.703
H 0.593 2.163 -0.492
H -1.592 1.212 1.767
H -4.370 0.744 0.886
H -3.670 -0.855 -1.214
H -1.263 -1.228 -1.650
H 2.994 -2.088 0.492
```

E: -12439.669 eV
ΔE to the lowest compared entry with this formula, charge and spin: 339.4 kJ/mol



4.
One molecule with the formula C9H8N2O in a non-equilibrium geometry. Source: OMol25; level of theory: ωB97M-V/def2-TZVPD.

Structure (XYZ):
```
20
C9H8N2O, DFT ωB97M-V/def2-TZVPD
C -3.016 -0.436 -0.751
C -2.073 0.151 -0.088
C -1.808 1.629 -0.214
N -1.615 2.772 -0.307
C -1.057 -0.640 0.813
O -1.293 -2.033 0.741
C 0.423 -0.294 0.426
C 1.044 0.805 1.026
C 2.267 1.117 0.519
C 2.928 0.297 -0.459
C 2.210 -0.831 -0.833
N 0.966 -1.062 -0.503
H -3.714 0.036 -1.355
H -3.101 -1.488 -0.710
H -1.210 -0.238 1.811
H -0.657 -2.346 0.000
H 0.466 1.472 1.703
H 2.773 2.095 0.802
H 3.905 0.495 -0.986
H 2.562 -1.501 -1.634
```

E: -14488.771 eV
ΔE to the lowest compared entry with this formula, charge and spin: 194.9 kJ/mol



5.
One molecule with the formula C9H8N2O2 in a non-equilibrium geometry. Source: OMol25; level of theory: ωB97M-V/def2-TZVPD.

Structure (XYZ):
```
21
C9H8N2O2, DFT ωB97M-V/def2-TZVPD
O 3.213 -0.896 1.175
N 3.043 -1.523 -0.095
C 2.042 -1.167 -0.773
C 1.023 -0.097 -0.520
C 1.339 1.186 -0.435
C 0.344 2.282 -0.152
C -1.050 1.767 -0.003
C -1.394 0.450 0.053
C -2.748 -0.190 0.304
C -2.828 -1.538 0.338
O -1.763 -2.377 0.027
N -0.546 -1.842 -0.208
C -0.304 -0.568 -0.154
H 3.319 -1.661 1.739
H 2.018 -1.736 -1.582
H 2.414 1.296 -0.723
H 0.285 2.995 -0.895
H 0.824 2.713 0.669
H -1.920 2.364 0.158
H -3.508 0.536 0.529
H -3.803 -1.994 0.548
```

E: -16532.123 eV
ΔE to the lowest compared entry with this formula, charge and spin: 644.7 kJ/mol



6.
C9H8N2O4Zn as an isolated structure in a non-equilibrium geometry. Source: OMol25; level of theory: ωB97M-V/def2-TZVPD.

Structure (XYZ):
```
24
C9H8N2O4Zn, DFT ωB97M-V/def2-TZVPD
Zn -0.618 -0.907 0.828
C -1.808 -2.503 1.592
O -2.533 -3.314 1.960
C -1.460 -1.096 -1.468
O -1.586 -1.076 -2.603
C 1.075 -1.970 -0.426
O 2.047 -2.156 -1.002
C -1.692 1.001 0.766
O -2.200 2.027 0.705
C 2.216 2.636 -1.276
H 1.884 3.478 -0.650
H 3.151 2.182 -0.920
C 1.576 2.230 -2.389
H 1.943 1.379 -2.977
H 0.637 2.691 -2.716
N 2.341 -0.637 3.695
C 2.128 0.733 3.548
C 1.167 0.868 2.586
N 0.820 -0.403 2.133
C 1.554 -1.287 2.808
H 2.972 -1.092 4.348
H 2.599 1.481 4.164
H 0.697 1.755 2.186
H 1.498 -2.366 2.734
```

charge: +2
E: -69032.639 eV
ΔE to the lowest compared entry with this formula, charge and spin: 34.6 kJ/mol



| no. | LUMO level (eV) |
| --- | --- |
| 1 | -0.610 |
| 2 | -14.445 |
| 3 | 0.799 |
| 4 | 0.600 |
| 5 | 0.608 |
| 6 | -8.383 |